62
Properties=species:S:1:pos:R:3:forces:R:3 method="wB97M-V/def2-TZVPD" charge=-1 lumo_ev="2.566 / 2.565" homo_energy_ev="-0.1 / -5.4" energy_ha=-2331.4462 spin_multiplicity=2 gap_ev="2.619 / 8.011"
C 0.0839 -6.9102 -5.4141 0.48 -0.40 -0.05
C -0.4414 -6.5716 -6.7861 0.97 -0.16 -0.94
C -0.3049 -5.1096 -7.1923 -1.07 0.26 1.55
C 1.0889 -4.5259 -6.9700 -0.68 0.65 -0.64
N 1.1134 -2.9922 -7.0813 1.86 1.90 0.71
C 2.6048 -2.5820 -7.2451 0.09 -0.30 -1.01
C 2.9153 -2.6530 -8.7713 -0.91 -0.66 0.43
C 1.5270 -2.8408 -9.4710 0.68 0.62 0.32
C 0.5644 -2.3929 -8.4202 -0.86 -1.07 1.63
C 0.5790 -2.2450 -5.7982 -0.23 -1.23 -1.08
H -0.2034 -7.9230 -5.1314 -0.57 0.09 0.24
H -0.2654 -6.1504 -4.7150 0.13 -0.27 0.39
H 1.1686 -7.0142 -5.3890 0.20 0.63 0.01
H -1.4750 -6.9162 -6.8193 -0.07 0.26 -0.46
H 0.1516 -7.0330 -7.5758 -0.16 -1.00 0.12
H -1.0516 -4.6381 -6.5534 0.10 0.78 0.14
H -0.7048 -4.9874 -8.1989 0.51 0.05 -0.27
H 1.7624 -4.9424 -7.7190 0.18 0.16 -0.48
H 1.5985 -4.7873 -6.0426 -0.51 0.19 0.24
H 2.8083 -1.5716 -6.8906 -0.57 -0.10 0.34
H 3.2350 -3.3130 -6.7385 -0.16 0.06 0.37
H 3.4679 -1.7726 -9.0995 -0.10 -0.11 -0.01
H 3.4993 -3.5618 -8.9167 0.29 0.03 -0.38
H 1.4034 -2.2124 -10.3530 0.12 -0.09 -0.05
H 1.3341 -3.8764 -9.7510 0.18 -0.21 -0.06
H 0.5393 -1.3093 -8.3053 -0.01 -0.03 0.32
H -0.4363 -2.8212 -8.4775 -0.16 0.34 -0.41
H 1.0197 -2.6638 -4.8935 0.32 -0.26 -0.35
H -0.4901 -2.4506 -5.7444 0.02 0.24 -0.12
H 0.8008 -1.1784 -5.8351 -0.05 0.06 -0.49
Cl 1.1651 1.5788 -6.6103 0.00 -0.42 -0.23
Cl 3.3916 2.4887 -10.5111 0.71 0.39 -0.11
C 2.0808 1.2837 -10.4383 0.93 0.67 -0.03
C 0.7829 1.9915 -10.1341 0.21 -2.13 0.88
Cl 0.2083 2.9162 -11.4743 -0.39 0.84 -0.93
H 2.4200 0.5918 -9.6674 -0.58 0.03 0.13
H 2.1262 0.8067 -11.4173 -0.48 -0.08 0.13
H 0.7911 2.5574 -9.2025 0.18 -0.06 -0.14
H 0.1228 1.1337 -10.0055 -0.59 0.29 0.22
C 2.3080 4.9475 -5.4569 -0.62 -0.23 0.62
O 2.4978 5.7402 -6.6187 0.46 -0.42 0.36
C 2.9170 4.9260 -7.7327 -0.71 -0.21 1.62
C 3.0335 5.7805 -8.9229 1.76 0.84 0.24
O 4.0772 6.7878 -8.5719 -0.81 -1.07 -0.55
C 4.3889 7.6388 -9.6465 -0.91 -0.03 0.36
C 5.6276 8.4655 -9.4458 0.57 -0.34 -0.64
O 6.7610 7.6321 -9.3946 1.69 -0.04 0.99
C 7.9801 8.3857 -9.5043 -0.29 -0.22 -0.33
H 2.0452 5.4948 -4.5517 -0.16 1.10 -0.44
H 3.1802 4.4150 -5.0774 0.42 -0.37 -0.78
H 1.4714 4.2588 -5.5746 0.23 -0.41 -0.31
H 2.1789 4.1328 -7.8520 -0.12 -0.17 -0.31
H 3.8621 4.4205 -7.5344 0.24 0.12 0.22
H 2.0583 6.1794 -9.2023 0.14 0.63 -0.04
H 3.4227 5.1440 -9.7176 -0.07 0.20 -0.33
H 3.5396 8.3188 -9.7127 -0.09 0.47 -0.55
H 4.4658 7.0841 -10.5816 0.13 -0.15 -0.18
H 5.5636 9.1532 -8.6026 0.00 -0.06 0.27
H 5.8085 9.0286 -10.3614 -0.68 0.70 -0.19
H 8.1809 9.1382 -8.7417 -0.78 0.25 0.34
H 7.9838 8.8785 -10.4766 0.09 0.23 -0.17
H 8.8892 7.7876 -9.4411 -0.48 -0.76 -0.17